<1>
The following is a DFT calculation (ωB97M-V with the def2-TZVPD basis set) of one molecule with the formula C4H6N2O2.

Each atom is followed by the atoms it is bonded to, with distances in Å.
Geometry (Å):
1 N -1.589 0.621 -0.821  O3 1.336, N11 1.316
2 C -1.492 0.739 1.349  H6 1.107, C8 1.447, N11 1.283
3 O -1.574 1.258 -1.995  N1 1.336, H5 0.915
4 H 0.336 0.059 3.054  O10 0.980
5 H -1.419 2.160 -2.016  O3 0.915
6 H -1.851 0.853 2.390  C2 1.107
7 C 0.267 -0.153 -0.018  C8 1.301, C14 1.470
8 C -0.245 0.029 1.163  C2 1.447, C7 1.301, O10 1.471
9 H 1.609 -1.591 -0.528  C14 1.036
10 O 0.406 -0.593 2.326  H4 0.980, C8 1.471
11 N -2.060 1.168 0.281  N1 1.316, C2 1.283
12 H 1.809 -0.137 -1.512  C14 1.087
13 H 0.306 -1.272 -1.761  C14 1.195
14 C 1.121 -0.818 -1.014  C7 1.470, H9 1.036, H12 1.087, H13 1.195

As for the highest occupied orbital energy (alpha / beta): -0.2939 / -0.2939 Eh. For the HOMO-LUMO gap (alpha / beta), the calculation gives 8.228 / 8.225 eV. As for the LUMO energy (alpha / beta): 0.23 / 0.23 eV. As for the molar mass: 114.10 g mol⁻¹.

Need the Löwdin charges? In units of e they are: -0.1002, -0.1209, 0.0088, 0.0922, 0.0615, 0.1228, 0.0297, -0.3001, 0.0457, -0.0190, 0.0156, 0.0761, 0.1469, -0.0589

=====

<2>
The following is a DFT calculation (ωB97M-V with the def2-TZVPD basis set) of one molecule with the formula C4H6N2O2.

Each atom is followed by the atoms it is bonded to, with distances in Å.
Geometry (Å):
1 C 2.234 -0.570 -0.009  H3 1.056, N12 1.245, O14 1.364
2 H -1.208 0.906 -1.581  C10 1.082
3 H 3.046 -1.239 0.085  C1 1.056
4 H -2.681 0.557 0.061  N5 0.995
5 N -1.950 -0.116 0.117  H4 0.995, C7 1.534, C10 1.528
6 C 0.160 0.094 -0.106  C7 1.450, O8 1.416, C10 1.487, O14 1.401
7 C -0.738 0.102 1.032  N5 1.534, C6 1.450, H9 1.155, H11 1.129
8 O 1.053 1.192 -0.159  C6 1.416, N12 1.436
9 H -0.730 1.007 1.751  C7 1.155
10 C -0.977 -0.012 -1.057  H2 1.082, N5 1.528, C6 1.487, H13 1.044
11 H -0.517 -0.764 1.721  C7 1.129
12 N 2.381 0.667 -0.010  C1 1.245, O8 1.436
13 H -1.036 -0.768 -1.775  C10 1.044
14 O 0.961 -1.055 -0.071  C1 1.364, C6 1.401

As for the highest occupied orbital energy: -0.3391 Eh. For the HOMO-LUMO gap, the calculation gives 10.186 eV. As for the LUMO energy: 0.96 eV. As for the molar mass: 114.10 g mol⁻¹. The SMILES is C1=NOC2(CNC2)O1.

Need the Löwdin charges? In units of e they are: -0.1802, 0.1228, 0.1311, 0.0752, 0.0124, -0.5504, -0.0968, -0.0203, 0.1516, -0.0658, 0.1340, 0.1265, 0.1000, 0.0600

=====

<3>
The following is a DFT calculation (ωB97M-V with the def2-TZVPD basis set) of one molecule with the formula C4H6N2O2.

Each atom is followed by the atoms it is bonded to, with distances in Å.
Geometry (Å):
1 H -1.766 1.096 -1.237  C5 1.070
2 N 0.122 -1.825 0.033  N9 1.349, C11 1.322, H14 1.043
3 H -1.692 0.974 0.552  C5 1.128
4 O 0.115 1.486 -0.442  C5 1.439, C10 1.365
5 C -1.321 1.522 -0.362  H1 1.070, H3 1.128, O4 1.439, H8 1.092
6 O 0.822 -1.094 -2.077  C11 1.245
7 H 1.751 0.545 -0.186  C10 1.051
8 H -1.575 2.569 -0.182  C5 1.092
9 N 0.562 -1.560 1.281  N2 1.349, C12 1.280
10 C 0.729 0.317 -0.096  O4 1.365, H7 1.051, C11 1.513, C12 1.653
11 C 0.486 -0.948 -0.887  N2 1.322, O6 1.245, C10 1.513
12 C 0.636 -0.292 1.438  N9 1.280, C10 1.653, H13 1.099
13 H 1.186 0.044 2.328  C12 1.099
14 H -0.056 -2.834 -0.164  N2 1.043

As for the highest occupied orbital energy: -0.3518 Eh. For the HOMO-LUMO gap, the calculation gives 9.979 eV. As for the LUMO energy: 0.41 eV. As for the molar mass: 114.10 g mol⁻¹. The SMILES is CO[C@H]1C=NNC1=O.

Need the Löwdin charges? In units of e they are: 0.0808, 0.0349, 0.1042, -0.1201, -0.0530, 0.0694, 0.1431, 0.0913, 0.0383, -0.2398, -0.4220, -0.0201, 0.1099, 0.1831

=====

<4>
The following is a DFT calculation (ωB97M-V with the def2-TZVPD basis set) of one molecule with the formula C4H6N2O2.

Each atom is followed by the atoms it is bonded to, with distances in Å.
Geometry (Å):
1 O 2.334 -0.788 0.558  C3 1.201
2 N -0.920 -0.930 -0.626  N8 1.425, C11 1.227
3 C 1.295 -1.145 0.073  O1 1.201, N8 1.412, H10 1.135
4 C -2.379 0.528 0.713  H5 1.094, H7 1.121, H9 1.131, C11 1.493
5 H -2.646 1.464 0.213  C4 1.094
6 C 0.471 1.111 -0.402  N8 1.408, O12 1.222, H13 1.088
7 H -3.213 0.165 1.369  C4 1.121
8 N 0.223 -0.246 -0.121  N2 1.425, C3 1.412, C6 1.408
9 H -1.521 0.759 1.413  C4 1.131
10 H 0.996 -2.207 -0.194  C3 1.135
11 C -2.028 -0.552 -0.256  N2 1.227, C4 1.493, H14 1.088
12 O 1.456 1.786 -0.144  C6 1.222
13 H -0.364 1.538 -0.954  C6 1.088
14 H -2.839 -1.123 -0.704  C11 1.088

As for the highest occupied orbital energy: -0.3670 Eh. For the HOMO-LUMO gap, the calculation gives 10.611 eV. As for the LUMO energy: 0.63 eV. As for the molar mass: 114.10 g mol⁻¹. The SMILES is C/C=N\N(C=O)C=O.

Need the Löwdin charges? In units of e they are: 0.0806, 0.0639, -0.2600, -0.0706, 0.0792, -0.2568, 0.0897, -0.0622, 0.0957, 0.1468, -0.2199, 0.0695, 0.1278, 0.1163

=====

<4> ends up most stable, edging out the next structure by 0.0308 hartree.

=====

<1>
The following is a DFT calculation (ωB97M-V with the def2-TZVPD basis set) of one molecule with the formula C4H6N2O2.

Each atom is followed by the atoms it is bonded to, with distances in Å.
Geometry (Å):
1 C 0.156 0.297 0.072  N3 1.348, C12 1.511, C14 1.332
2 H -0.682 2.125 -0.063  N3 1.009
3 N 0.137 1.632 0.258  C1 1.348, H2 1.009, H7 1.022
4 H 1.094 -2.043 0.571  N9 1.028
5 H 2.804 -1.670 0.358  N9 0.984
6 O -3.279 -0.460 -0.306  C11 1.239
7 H 1.003 2.131 0.045  N3 1.022
8 H -2.409 0.910 0.814  C11 1.083
9 N 1.856 -1.468 0.191  H4 1.028, H5 0.984, C12 1.350
10 H -0.893 -1.627 -0.248  C14 1.158
11 C -2.258 0.042 0.185  O6 1.239, H8 1.083, C14 1.461
12 C 1.583 -0.174 -0.081  C1 1.511, N9 1.350, O13 1.224
13 O 2.496 0.583 -0.384  C12 1.224
14 C -0.914 -0.491 -0.026  C1 1.332, H10 1.158, C11 1.461

As for the highest occupied orbital energy: -0.3401 Eh. For the HOMO-LUMO gap, the calculation gives 9.086 eV. As for the LUMO energy: -0.17 eV. As for the molar mass: 114.10 g mol⁻¹. The SMILES is NC(=O)/C(N)=C/C=O.

Need the Löwdin charges? In units of e they are: -0.2852, 0.1066, 0.1372, 0.1119, 0.1001, 0.0066, 0.1120, 0.1111, 0.1776, 0.1488, -0.2702, -0.4734, 0.0553, -0.0385

=====

<2>
The following is a DFT calculation (ωB97M-V with the def2-TZVPD basis set) of a 2-piece molecular cluster, C4H6N2O2 overall.

Each atom is followed by the atoms it is bonded to, with distances in Å.
Geometry (Å):
1 C -1.679 -0.254 1.610  O4 1.155, O5 1.157
2 N 0.367 -1.510 -0.481  H6 1.023, C10 1.374, H14 0.988
3 H -1.018 1.537 -1.099  C13 1.034
4 O -2.477 0.553 1.397  C1 1.155
5 O -0.879 -1.017 1.950  C1 1.157
6 H -0.095 -2.423 -0.478  N2 1.023
7 C 1.766 1.198 0.064  H8 1.026, N9 1.250, H11 1.097
8 H 2.245 0.385 -0.338  C7 1.026
9 N 0.546 1.440 -0.067  C7 1.250, C13 1.366
10 C -0.428 -0.555 -1.069  N2 1.374, H12 0.986, C13 1.353
11 H 2.328 1.912 0.680  C7 1.097
12 H -1.151 -0.889 -1.650  C10 0.986
13 C -0.379 0.774 -0.820  H3 1.034, N9 1.366, C10 1.353
14 H 0.854 -1.151 0.301  N2 0.988

As for the highest occupied orbital energy: -0.2920 Eh. For the HOMO-LUMO gap, the calculation gives 8.586 eV. As for the LUMO energy: 0.64 eV. As for the molar mass: 114.10 g mol⁻¹. The SMILES is C=N/C=C\N.O=C=O.

Need the Löwdin charges? In units of e they are: -0.4423, 0.0748, 0.0844, 0.2090, 0.1859, 0.1090, -0.0485, 0.0439, -0.0282, -0.1802, 0.0750, 0.0659, -0.1977, 0.0491

=====

<1> ends up most stable, edging out the next structure by 0.0400 hartree.